Record 1
The following is a quantum chemistry calculation of the molecule C3H5N3, from the OMol25 dataset.

ORCA input file:
```
! wB97M-V def2-TZVPD RIJCOSX def2/J DEFGRID3
* xyz 0 1
H -3.40 0.12 0.97
N -2.48 -0.31 0.85
N -2.44 -0.64 -0.34
N -1.23 -1.29 -0.66
C -0.22 -0.58 -0.70
C 0.86 0.16 -0.78
C 1.78 0.44 0.38
H 1.07 0.58 -1.76
H 2.69 0.94 0.04
H 1.30 1.08 1.12
H 2.07 -0.49 0.88
*
```

Calculated values
Relative energy (zero: lowest compared OMol25 entry of this formula, charge and spin) ... 82.0 kcal/mol
Largest force on an atom ... 0.623 eV Å⁻¹
E_LUMO ... 0.032 hartree
Orbital gap ... 10.077 eV



Record 2
The following is a quantum chemistry calculation of a cluster of 2 separate species, HO2PS in total, from the OMol25 dataset.

ORCA input file:
```
! wB97M-V def2-TZVPD RIJCOSX def2/J DEFGRID3
* xyz 0 3
O 2.02 -0.11 0.53
O 0.36 1.48 -0.41
P -0.50 -1.46 -0.25
S 0.69 0.17 0.06
H -2.57 -0.08 0.06
*
```

Calculated values
Relative energy (zero: lowest compared OMol25 entry of this formula, charge and spin) ... 78.4 kcal/mol
Largest force on an atom ... 1.527 eV Å⁻¹
E_LUMO (spin up / spin down) ... -0.050 / -0.109 hartree
<S²> ... 2.005
Orbital gap (spin up / spin down) ... 7.525 / 6.690 eV



Record 3
The following is a quantum chemistry calculation of a structure of composition C5H7I3N, from the OMol25 dataset.

ORCA input file:
```
! wB97M-V def2-TZVPD RIJCOSX def2/J DEFGRID3
* xyz 1 1
C 1.34 -1.04 0.59
C 0.39 -0.35 1.10
C 1.06 -1.23 -0.87
C -0.09 -0.21 -1.14
C -1.09 1.50 0.49
N -0.66 0.12 0.17
I -2.28 1.51 2.41
I 0.61 2.81 0.42
I -2.54 2.22 -1.04
H 2.09 -1.58 1.02
H 0.21 -0.04 2.20
H 1.93 -0.97 -1.52
H 0.88 -2.32 -0.97
H 0.49 0.56 -1.50
H -0.96 -0.36 -1.72
H -1.38 -0.62 0.37
*
```

Calculated values
Relative energy (zero: lowest compared OMol25 entry of this formula, charge and spin) ... 1.4 kcal/mol
Largest force on an atom ... 5.386 eV Å⁻¹
E_LUMO ... -0.181 hartree
Orbital gap ... 8.146 eV



Record 4
The following is a quantum chemistry calculation of a structure of composition C14H20N3O8Ti, from the OMol25 dataset.

ORCA input file:
```
! wB97M-V def2-TZVPD RIJCOSX def2/J DEFGRID3
* xyz -1 3
Ti -0.15 -0.20 0.45
O -0.91 -1.75 -1.44
C -0.85 -3.03 -0.81
C -1.55 -3.03 0.54
N -1.10 -1.93 1.43
C -2.27 -1.29 2.08
C -2.96 -0.36 1.06
O -4.14 -0.11 1.19
O -2.17 0.07 0.13
C -0.05 -2.31 2.40
C 0.50 -1.05 3.08
O 0.81 -1.10 4.26
O 0.51 0.01 2.32
H -1.79 -1.36 -1.33
H 0.21 -3.25 -0.70
H -1.32 -3.79 -1.43
H -1.41 -3.99 1.03
H -2.62 -2.90 0.38
H -1.92 -0.68 2.92
H -2.98 -2.01 2.47
H 0.77 -2.77 1.85
H -0.42 -3.00 3.16
O 1.34 -1.26 0.04
N 2.12 -0.93 -1.03
N 1.66 0.23 -1.54
O 0.55 0.82 -0.98
C 2.28 0.84 -2.59
C 3.43 0.29 -3.18
C 4.03 0.93 -4.25
C 3.53 2.13 -4.76
C 2.39 2.67 -4.17
C 1.76 2.05 -3.10
H 3.82 -0.64 -2.79
H 4.91 0.49 -4.70
H 4.01 2.63 -5.59
H 1.98 3.60 -4.55
H 0.87 2.46 -2.64
C -1.74 2.58 3.15
C -1.61 2.78 1.66
O -0.45 2.15 1.12
H -2.68 3.00 3.51
H -0.92 3.07 3.68
H -1.71 1.52 3.41
H -1.60 3.84 1.41
H -2.46 2.33 1.14
H 0.30 2.27 1.72
*
```

Calculated values
Largest force on an atom ... 1.555 eV Å⁻¹
E_LUMO (spin up / spin down) ... 0.103 / 0.103 hartree
<S²> ... 2.016
Orbital gap (spin up / spin down) ... 5.332 / 7.413 eV



Record 5
The following is a quantum chemistry calculation of a structure of composition C47H50AsBrClGeN3O3Re, from the OMol25 dataset.

ORCA input file:
```
! wB97M-V def2-TZVPD RIJCOSX def2/J DEFGRID3
* xyz 3 3
Re -0.35 0.40 0.88
O -0.84 -3.41 0.16
C 0.36 -3.99 -0.01
C 0.43 -5.38 -0.18
C 1.63 -6.00 -0.41
C 2.80 -5.26 -0.48
C 2.76 -3.89 -0.29
C 1.55 -3.24 -0.05
C 1.53 -1.74 0.19
O 0.41 -1.14 -0.28
N 1.71 -1.46 1.63
N 0.89 -0.57 2.20
C 0.91 -0.39 3.50
C 0.05 0.51 4.17
Br -1.47 1.09 3.07
C 0.11 0.98 5.44
C 1.23 0.90 6.33
C 2.56 0.71 5.89
C 3.60 0.66 6.79
C 3.36 0.82 8.15
C 2.06 1.03 8.61
C 1.01 1.09 7.71
H -0.73 -2.45 0.03
H -0.50 -5.93 -0.14
H 1.67 -7.07 -0.53
H 3.75 -5.74 -0.69
H 3.66 -3.30 -0.35
H 2.42 -1.31 -0.33
H 2.21 -2.13 2.20
H 1.56 -0.99 4.12
H -0.75 1.51 5.82
H 2.77 0.67 4.83
H 4.61 0.53 6.43
H 4.18 0.79 8.85
H 1.88 1.16 9.66
H 0.01 1.27 8.07
O -2.36 1.06 -1.14
N -1.54 0.89 -0.30
C -1.38 -0.09 -6.02
C -2.44 0.77 -5.83
C -3.22 0.67 -4.69
C -2.93 -0.31 -3.75
C -1.88 -1.20 -3.95
C -1.10 -1.08 -5.09
Ge -3.99 -0.45 -2.07
C -5.30 0.86 -1.36
C -5.22 2.21 -1.64
C -6.06 3.08 -0.97
C -6.98 2.60 -0.05
C -7.07 1.25 0.21
C -6.23 0.37 -0.45
C -3.85 -2.17 -1.10
C -3.84 -2.25 0.29
C -3.86 -3.48 0.91
C -3.89 -4.64 0.14
C -3.91 -4.57 -1.24
C -3.89 -3.33 -1.86
H -0.76 0.00 -6.90
H -2.68 1.52 -6.57
H -4.06 1.34 -4.53
H -1.68 -1.98 -3.23
H -0.28 -1.77 -5.25
H -4.50 2.58 -2.36
H -6.00 4.14 -1.17
H -7.63 3.29 0.47
H -7.80 0.87 0.92
H -6.30 -0.70 -0.27
H -3.82 -1.34 0.89
H -3.85 -3.55 1.99
H -3.93 -5.60 0.63
H -3.95 -5.46 -1.84
H -3.93 -3.27 -2.94
C 0.61 4.18 2.84
C 1.73 3.24 2.40
As 1.41 2.29 0.69
C 1.07 3.68 -0.68
C 1.89 4.96 -0.51
C 3.19 1.49 0.33
C 4.35 2.47 0.11
H 0.88 4.65 3.78
H -0.34 3.65 2.98
H 0.44 4.96 2.11
H 1.92 2.48 3.16
H 2.65 3.81 2.26
H 0.01 3.90 -0.63
H 1.28 3.24 -1.66
H 1.73 5.42 0.46
H 1.59 5.68 -1.27
H 2.96 4.77 -0.63
H 3.08 0.85 -0.56
H 3.42 0.84 1.18
H 4.24 3.01 -0.82
H 5.28 1.91 0.07
H 4.42 3.18 0.94
Cl 5.91 -1.13 -5.86
C 4.50 -0.71 -5.02
C 3.70 -1.72 -4.44
C 2.56 -1.39 -3.77
C 2.14 -0.02 -3.62
C 1.00 0.30 -2.95
C 2.98 0.97 -4.22
C 4.12 0.64 -4.89
H 4.00 -2.75 -4.53
H 1.93 -2.16 -3.34
H 0.38 -0.45 -2.48
H 0.65 1.32 -2.88
H 2.69 2.01 -4.13
H 4.74 1.40 -5.34
*
```

Calculated values
Relative energy (zero: lowest compared OMol25 entry of this formula, charge and spin) ... 14.9 kcal/mol
Largest force on an atom ... 2.356 eV Å⁻¹
E_LUMO (spin up / spin down) ... -0.362 / -0.362 hartree
<S²> ... 2.083
Orbital gap (spin up / spin down) ... 4.467 / 4.720 eV



Record 6
The following is a quantum chemistry calculation of the molecule C5H13N, from the OMol25 dataset.

ORCA input file:
```
! wB97M-V def2-TZVPD RIJCOSX def2/J DEFGRID3
* xyz 0 1
C -0.96 -0.77 -2.13
C 0.08 -0.59 -0.81
N -0.35 0.10 0.38
C -1.33 -0.63 1.20
C 0.74 0.48 1.19
C 1.48 1.76 0.46
H -1.24 0.09 -2.74
H -1.82 -1.37 -1.85
H -0.15 -1.36 -2.77
H 0.37 -1.59 -0.50
H 0.88 -0.03 -1.17
H -1.38 -0.26 2.31
H -2.27 -0.60 0.67
H -0.98 -1.66 1.20
H 0.33 0.68 2.22
H 1.49 -0.38 1.39
H 1.59 2.40 1.32
H 2.53 1.56 0.05
H 1.01 2.17 -0.42
*
```

Calculated values
Relative energy (zero: lowest compared OMol25 entry of this formula, charge and spin) ... 53.6 kcal/mol
Largest force on an atom ... 4.188 eV Å⁻¹
E_LUMO ... 0.043 hartree
Orbital gap ... 9.397 eV